[1]
Density functional theory data (ωB97M-V with the def2-TZVPD basis set) for C54H53CoGeP2S2 as an isolated structure at a distorted geometry.

Structure (XYZ):
```
113
Properties=species:S:1:pos:R:3:forces:R:3:lowdin_charge:R:1
Co 11.1398 11.3882 13.3362 0.090 1.844 -0.629 -0.4552
C 8.0419 14.4037 20.3853 0.337 -0.090 0.097 -0.0505
C 8.4208 15.5515 19.5117 0.932 0.875 -1.778 -0.1843
C 9.7802 15.8931 19.3578 -0.694 -0.467 0.691 -0.1812
C 10.7701 15.1154 20.2243 -0.165 1.151 -0.807 -0.0300
C 10.1674 16.9208 18.5002 -1.173 -0.316 0.158 -0.1991
C 11.5175 17.4957 18.6714 1.833 0.577 -0.535 -0.0649
C 9.1972 17.5377 17.6589 0.827 -0.492 0.329 -0.1780
C 9.5848 18.3327 16.4365 0.285 0.124 0.462 -0.0487
C 7.8532 17.3317 17.9128 -0.604 -0.781 0.526 -0.2012
C 6.7854 18.1785 17.2759 -0.573 -1.173 -1.413 -0.0506
C 7.4707 16.3157 18.7933 1.266 -0.860 1.393 -0.1911
C 6.0700 15.9484 19.0619 -1.179 1.016 -0.156 -0.0628
H 8.4037 13.4121 20.0618 0.244 0.487 -0.010 0.0950
H 6.9840 14.3233 20.3978 -0.850 -0.215 0.402 0.0397
H 8.4063 14.5972 21.3971 -0.138 -0.284 0.070 0.0851
H 10.7757 14.0805 19.8840 0.250 -0.095 0.133 0.0761
H 10.4154 15.1526 21.2570 0.424 -0.078 0.020 0.0763
H 11.7570 15.5882 20.1016 -0.311 -0.654 0.474 0.0614
H 12.3853 16.7757 18.6477 -0.964 0.610 -0.142 0.0912
H 11.5932 18.0286 19.6540 -0.109 -0.323 -0.778 0.1065
H 11.6842 18.2300 17.8613 0.233 -0.201 0.595 0.0686
H 8.8799 18.1171 15.6367 0.156 -0.154 -0.165 0.0767
H 10.6071 18.0707 16.1119 -0.539 0.370 0.047 0.0843
H 9.4709 19.3962 16.6464 0.432 0.246 -0.203 0.0852
H 6.2172 17.5933 16.4643 0.583 0.765 1.197 0.1193
H 7.2676 18.9813 16.7483 -0.165 0.626 -0.027 0.0493
H 6.0637 18.5507 18.0139 0.248 0.021 -0.306 0.0833
H 5.8756 14.9382 18.7155 -0.407 -0.025 -0.124 0.0933
H 5.4195 16.6858 18.5988 -0.350 -0.444 -0.373 0.0607
H 5.7987 16.0305 20.1137 0.190 -0.261 0.188 0.0907
S 12.7258 12.6794 14.0531 1.519 -1.306 0.005 0.4669
P 13.0556 10.5572 14.4455 0.222 1.086 0.879 0.6059
C 11.7783 9.6479 13.7506 -0.759 -1.626 1.145 -0.4978
P 10.0836 9.5175 14.2030 1.045 1.439 1.016 0.5746
S 9.2442 11.4778 14.1620 -1.445 -0.973 0.889 0.5057
C 9.0408 8.5993 13.1105 1.968 -0.329 -0.661 -0.3819
C 7.7789 8.2323 13.4875 -1.209 0.032 0.396 -0.0951
C 7.0219 7.5137 12.5774 -1.830 -0.400 0.197 -0.0713
C 7.5014 7.1667 11.2986 0.663 1.019 1.601 -0.0639
C 8.7732 7.6092 10.9550 0.599 -0.476 -0.990 -0.0766
C 9.5902 8.2474 11.8793 -0.559 -0.223 -0.156 -0.0771
C 9.6192 8.8485 15.7946 0.660 -0.941 0.690 -0.3633
C 8.9480 9.5128 16.8400 0.388 0.930 -0.967 -0.1242
C 8.5106 8.8318 17.9398 -0.106 -0.999 1.122 -0.0834
C 8.8352 7.4638 18.1079 -0.324 1.746 -0.447 -0.0610
C 9.4619 6.8246 17.0545 0.749 -0.391 0.055 -0.0822
C 9.9287 7.4772 15.9103 -1.504 0.915 0.897 -0.0655
C 14.6920 9.9682 13.9328 -0.015 1.387 -0.391 -0.3626
C 15.7319 10.8918 13.9952 1.243 0.570 -0.348 -0.1213
C 17.0340 10.4824 13.6344 0.198 2.524 1.243 -0.0894
C 17.3106 9.2184 13.2151 0.156 -1.025 -0.728 -0.1024
C 16.2606 8.3311 13.1286 -1.628 -1.662 0.081 -0.0793
C 14.9528 8.6838 13.5062 -0.257 -0.376 0.374 -0.0720
C 13.3147 10.7591 16.2498 -0.601 -0.695 -0.074 -0.3420
C 14.5898 10.7159 16.8173 -1.526 -0.276 1.500 -0.0728
C 14.6926 10.7305 18.2097 0.060 -0.269 -0.033 -0.0722
C 13.5740 10.8665 19.0435 0.283 -0.061 -1.126 -0.0871
C 12.3151 10.9494 18.4605 -0.606 0.051 -0.978 -0.0656
C 12.1682 10.8828 17.0426 0.807 0.471 1.367 -0.0784
H 7.3541 8.4919 14.4881 0.475 -0.189 -1.042 0.1332
H 5.9656 7.2872 12.9204 1.394 -0.110 -0.744 0.1248
H 6.9658 6.5214 10.6552 -0.707 -0.242 -0.638 0.0902
H 9.1897 7.4263 9.9426 -0.389 -0.140 0.798 0.1178
H 10.6521 8.3772 11.6702 -0.321 0.435 0.041 0.1017
H 8.8238 10.6110 16.8430 -0.149 -0.727 -0.508 0.0938
H 7.9016 9.3537 18.6933 0.586 -0.234 -0.231 0.1126
H 8.6463 7.0417 19.0858 -0.236 -0.561 -0.318 0.1035
H 9.6576 5.7779 17.1195 0.186 -0.633 0.222 0.0949
H 10.4077 6.9114 15.1190 0.021 0.159 0.027 0.1163
H 15.6087 11.9515 14.3351 -0.193 -1.155 -0.413 0.1138
H 17.8577 11.2240 13.7966 -0.797 -0.750 -0.408 0.1218
H 18.3063 8.8962 12.9046 -0.238 0.235 0.227 0.1125
H 16.3617 7.2802 12.8107 0.410 0.671 0.097 0.1107
H 14.0849 8.0015 13.6019 0.883 0.056 -0.617 0.1105
H 15.4541 10.6079 16.2278 0.799 -0.224 -0.419 0.0701
H 15.6641 10.4953 18.6392 -0.069 0.475 0.079 0.1037
H 13.7189 10.9206 20.1066 -0.126 -0.127 0.278 0.0958
H 11.4217 11.0387 19.0931 0.390 0.046 -0.333 0.1022
H 11.2052 11.0543 16.5627 0.143 -0.290 0.228 0.0701
C 12.2082 11.4860 10.3153 -0.488 0.915 -0.223 -0.2126
Ge 10.7009 12.2814 11.3842 0.751 2.113 -2.014 0.8740
C 11.1988 14.1872 11.5933 1.516 0.320 -0.537 -0.3198
C 10.2887 15.2208 11.7618 0.473 -0.650 0.781 -0.1113
C 10.7547 16.5151 11.9422 -0.285 0.773 -0.093 -0.1047
C 12.1103 16.8440 11.9095 -0.396 -0.136 -0.176 -0.0966
C 13.0367 15.8143 11.6915 0.736 0.588 -0.297 -0.1066
C 12.5975 14.5150 11.4960 -1.089 -1.026 0.297 -0.1776
C 8.9643 12.5209 10.5314 -0.616 -0.239 -1.212 -0.2280
C 7.9050 12.6486 11.3998 1.941 0.558 1.412 -0.2006
C 6.6133 12.6564 10.9819 -2.572 -0.509 -1.819 -0.0925
C 6.2544 12.4489 9.6428 0.664 0.040 1.765 -0.0200
C 7.2937 12.4352 8.6718 -0.619 -0.306 0.258 -0.1739
C 6.9686 12.1400 7.3169 0.832 -0.342 -0.317 -0.0434
C 7.9954 11.8552 6.4367 -0.672 0.991 -0.965 -0.0908
C 9.3446 12.1188 6.7874 -0.536 -0.324 1.091 -0.0818
C 9.6578 12.4422 8.0918 0.864 -0.324 -0.324 -0.0460
C 8.6632 12.5352 9.0962 -0.193 -0.677 1.023 -0.1439
H 12.7839 12.2547 9.7273 -0.780 -0.824 0.457 0.0431
H 11.7188 10.7446 9.6990 0.241 -0.245 -0.480 0.0037
H 12.8650 10.9903 11.0069 0.382 -0.231 0.237 -0.0115
H 9.2376 14.9822 11.9250 0.119 0.248 -0.371 0.0947
H 9.9820 17.2684 12.0823 0.350 0.194 0.083 0.0969
H 12.4365 17.8938 12.0078 -0.193 -0.727 0.040 0.1041
H 14.1116 16.0996 11.6385 -0.848 -0.504 0.046 0.1096
H 13.2692 13.6383 11.3484 -0.219 1.184 0.137 0.0721
H 8.0712 12.7410 12.5034 -0.079 -0.246 -1.337 0.0221
H 5.8448 12.6632 11.7398 -0.245 0.063 0.020 0.1012
H 5.2204 12.1229 9.4621 0.501 0.588 -0.458 0.1143
H 5.9147 12.1032 7.0050 0.571 -0.138 0.218 0.1149
H 7.7554 11.6045 5.3813 0.193 0.074 0.865 0.1074
H 10.1336 11.9800 6.0721 0.148 0.012 -0.241 0.0945
H 10.7284 12.5216 8.3626 -0.810 0.148 -0.091 0.0989
```
Positions in Å, forces in eV/Å.

Computed properties:
Frontier orbital gap (alpha / beta) (eV): 6.84 / 7.47
Energy relative to the best compared isomer or geometry (same formula, charge and spin) (kJ/mol): 115.80
Max |F| (eV/A): 3.19
⟨S²⟩: 2.12
E_HOMO (alpha / beta) (hartree): -0.271 / -0.279
Spin multiplicity: 3



[2]
Density functional theory data (ωB97M-V with the def2-TZVPD basis set) for C54H54AsCoGeN2PS as an isolated structure at a distorted geometry.

Structure (XYZ):
```
115
Properties=species:S:1:pos:R:3:forces:R:3:lowdin_charge:R:1
Co 10.8039 12.1313 15.1524 -0.867 -1.054 0.540 -0.1243
C 11.8866 10.6944 14.5259 2.087 0.015 0.742 -0.1821
C 12.2166 10.2385 13.1567 0.064 -2.193 0.114 -0.2165
C 12.4897 11.1818 12.1224 0.902 -1.578 0.014 -0.1507
C 12.5518 9.4726 10.2260 -0.729 0.292 1.040 -0.1456
C 13.2982 8.3877 10.8843 0.322 -1.589 -0.201 -0.0756
C 13.0305 7.9995 12.1591 1.386 -0.979 0.228 -0.0985
C 12.5285 8.8460 13.1725 -1.433 1.716 -0.652 -0.0292
H 12.8975 10.9036 15.0776 -1.688 0.205 -0.703 0.1252
H 11.3786 9.9027 15.1063 -0.132 0.332 -0.014 0.0938
H 12.3620 13.2165 11.5192 -0.121 -0.406 0.025 0.1368
H 12.7641 9.3621 9.1492 -0.489 0.821 0.425 0.1268
H 13.9242 7.7855 10.1908 -0.387 0.184 0.907 0.1235
H 13.3086 6.9585 12.5165 0.047 1.491 -0.588 0.1312
H 12.3795 8.3600 14.1199 -0.194 -0.122 0.265 0.1000
S 8.6766 11.5544 15.3538 -1.431 0.822 0.451 0.7167
C 7.7828 13.0875 15.4811 1.342 -0.170 -0.395 -0.6632
N 8.3220 14.2219 15.9518 0.463 -0.286 0.172 0.0517
C 7.6593 15.5423 15.9392 0.409 -0.359 -0.638 -0.1310
C 6.1509 15.3622 15.7631 -0.051 1.079 0.874 -0.1563
C 5.7757 14.2759 14.8003 1.017 1.580 -2.358 -0.1704
N 6.5720 13.1070 14.9589 0.193 -1.202 0.530 0.0235
H 9.2962 14.2058 16.2768 -0.691 -0.265 -0.005 0.0876
H 8.0411 16.0827 15.0474 -0.139 -0.144 0.434 0.1165
H 7.9979 16.1103 16.8299 -0.541 -0.444 -0.404 0.1346
H 5.7983 16.3247 15.3800 -0.227 -0.219 0.020 0.1263
H 5.6042 15.1988 16.6893 0.379 -0.028 0.360 0.1237
H 5.9944 14.6891 13.7461 -0.697 -0.727 1.216 0.1496
H 4.7472 14.0228 14.9140 -0.764 -0.126 -0.165 0.1232
H 6.2369 12.2117 14.6247 0.027 0.238 -0.027 0.1400
C 10.9229 11.3030 18.4770 -0.443 0.822 0.214 -0.2562
Ge 11.7034 12.5900 17.1396 1.026 0.593 3.778 0.8692
C 11.5188 14.1856 18.3636 0.061 0.907 1.211 -0.2960
C 11.7019 13.9155 19.7519 -0.550 0.396 0.221 -0.1004
C 11.3156 14.8223 20.7603 0.654 -0.699 -0.189 -0.0834
C 10.9936 16.1078 20.4348 -0.541 2.132 -0.900 -0.1053
C 10.8624 16.4847 19.0934 0.688 -1.871 -0.869 -0.0904
C 11.1029 15.5158 18.0884 0.036 -0.199 -0.517 -0.1463
C 13.5221 11.8950 17.4752 0.418 -0.435 -0.170 -0.2923
C 13.5788 10.5655 17.8570 0.279 -0.924 0.174 -0.1237
C 14.8366 9.8809 18.1122 0.170 2.436 -1.171 -0.0484
C 16.0151 10.5514 17.7969 -1.020 0.243 1.527 -0.0264
C 16.0434 11.9919 17.6066 -1.952 -1.464 -1.286 -0.1540
C 17.2495 12.6498 17.3734 0.961 1.592 -0.994 -0.0296
C 17.2346 13.9860 16.8829 0.714 -1.568 1.433 -0.0867
C 16.0490 14.6626 16.7015 -1.910 0.045 0.100 -0.0985
C 14.8363 13.9792 16.8645 -1.250 0.567 0.566 -0.0554
C 14.7327 12.6478 17.3621 2.542 -0.004 -0.528 -0.1613
H 11.6321 11.2452 19.3341 -0.876 0.124 -0.609 0.0342
H 10.8341 10.3330 18.0544 -0.259 -0.966 -0.335 -0.0135
H 9.9099 11.6210 18.7531 0.301 0.013 0.200 0.0308
H 12.1632 13.0135 20.1440 -0.303 -0.176 -0.491 0.0932
H 11.2989 14.5559 21.8198 0.453 -0.177 -0.391 0.1124
H 10.9170 16.9244 21.1617 -0.313 -0.659 0.078 0.1117
H 10.6224 17.4626 18.7301 -0.079 0.564 0.369 0.0888
H 11.0474 15.8467 17.0190 -0.136 -0.280 0.866 0.0855
H 12.6363 9.9432 17.9170 1.520 0.878 0.053 0.0927
H 14.8781 8.9108 18.5511 -0.150 -0.748 -0.253 0.0900
H 16.9378 9.9863 17.8351 0.200 0.219 0.157 0.1044
H 18.2285 12.1150 17.4987 -1.158 0.562 -0.068 0.1284
H 18.1404 14.5556 16.7748 0.414 -0.174 -0.110 0.0962
H 16.0319 15.7534 16.5192 0.063 -0.851 -0.239 0.1136
H 13.8553 14.5158 16.7141 1.154 -0.392 0.107 0.0931
C 11.6831 15.1804 13.6457 -1.451 -1.193 2.896 -0.3875
C 12.4637 15.9291 12.6158 -0.228 1.148 -0.580 -0.3626
As 11.1058 16.5859 11.2571 1.984 0.844 -0.837 1.3703
C 11.5709 18.4708 11.3369 0.582 1.583 0.354 -0.4081
C 11.2721 19.1331 12.5354 -0.540 -0.046 -0.091 -0.1517
C 11.3626 20.5247 12.6495 0.540 -0.802 -0.782 -0.0881
C 11.8332 21.2932 11.5663 -0.318 -0.444 0.879 -0.0803
C 12.1678 20.6524 10.3684 0.519 -0.069 0.717 -0.0762
C 12.1361 19.2531 10.2914 -0.543 -0.483 0.540 -0.0823
C 12.2178 16.3501 9.6432 -1.409 -1.135 0.347 -0.4439
C 11.4890 16.0839 8.4811 0.327 0.584 -0.577 -0.1301
C 12.1813 15.7785 7.3042 -0.602 -0.211 0.079 -0.0869
C 13.5741 15.6334 7.2734 -0.487 0.306 0.038 -0.0768
C 14.2700 16.0104 8.4201 0.715 -0.161 0.322 -0.0870
C 13.5951 16.3114 9.6125 1.422 0.763 -0.030 -0.1408
P 11.1551 13.3403 13.5213 1.309 1.870 -3.254 1.0097
C 9.7800 13.4257 12.3407 -1.762 -0.867 0.256 -0.3313
C 8.9524 14.5490 12.1876 0.717 -0.555 -0.380 -0.1873
C 7.9707 14.6085 11.1713 0.267 0.095 1.518 -0.0954
C 7.5613 13.4084 10.6256 0.605 0.655 -0.912 -0.0689
C 8.2975 12.2176 10.8673 -1.815 -0.035 -0.862 -0.0728
C 9.3567 12.2060 11.7177 1.030 0.641 0.752 -0.0891
C 12.5161 12.6471 12.4651 -0.918 0.943 -1.636 -0.3929
C 13.8424 13.0553 12.8947 2.394 0.748 0.901 -0.1001
C 14.9408 12.9993 12.0836 -0.204 -0.386 0.081 -0.0676
C 14.9547 12.4261 10.7555 -0.065 0.170 0.269 -0.0560
C 13.9898 11.6035 10.2446 0.595 -0.868 -0.497 -0.0368
C 13.0435 10.7398 10.9070 -1.073 1.989 0.200 -0.1309
H 10.7124 15.7267 13.8597 0.870 -0.626 -0.233 0.0572
H 12.1151 15.1689 14.6750 0.346 0.187 -0.672 0.0608
H 13.2254 15.4011 12.0500 0.016 -0.281 0.301 0.0342
H 12.9404 16.8163 13.1103 -0.418 -0.736 -0.534 0.0996
H 10.9524 18.5234 13.4083 0.010 0.582 -0.550 0.0947
H 11.0851 20.9324 13.5983 0.084 0.588 0.309 0.0910
H 12.0289 22.3546 11.7615 -0.346 -0.366 -0.535 0.1084
H 12.5630 21.2634 9.5597 0.034 -0.325 0.042 0.1053
H 12.6283 18.7109 9.4863 -0.523 0.438 -0.272 0.0886
H 10.3880 16.2494 8.4272 0.953 -0.398 0.223 0.1070
H 11.5442 15.6653 6.4305 0.462 -0.266 -0.157 0.1027
H 14.0722 15.2714 6.3642 -0.149 0.436 0.460 0.1105
H 15.3763 16.0987 8.4346 -0.846 -0.327 -0.165 0.1151
H 14.2426 16.6742 10.4547 -0.924 -0.575 -0.617 0.1278
H 9.1071 15.3904 12.8429 0.077 0.268 -0.326 0.0386
H 7.5658 15.6127 10.9293 -0.139 -1.015 0.156 0.1211
H 6.7395 13.5107 9.9167 0.203 -0.721 0.025 0.1098
H 7.9601 11.2995 10.3618 0.229 0.429 0.422 0.1181
H 9.8425 11.2638 11.9889 0.027 0.347 -0.370 0.1056
H 13.9781 13.5421 13.8819 -0.016 -0.522 -0.442 0.1143
H 15.8997 13.4108 12.4120 -0.447 -0.086 0.196 0.1124
H 15.8704 12.6027 10.1423 -1.083 0.151 0.368 0.1226
H 14.1421 11.2946 9.2293 0.296 -0.039 -0.590 0.1001
H 11.4700 9.3101 10.5234 0.927 0.380 -0.893 0.1427
```
Positions in Å, forces in eV/Å.

Computed properties:
Frontier orbital gap (alpha / beta) (eV): 5.06 / 6.06
Energy relative to the best compared isomer or geometry (same formula, charge and spin) (kJ/mol): 393.45
Net charge: +1
Max |F| (eV/A): 3.97
⟨S²⟩: 2.24
E_HOMO (alpha / beta) (hartree): -0.350 / -0.357
Spin multiplicity: 3



Number 1: molar mass 959.6 g mol⁻¹. Number 2: molar mass 1000.5 g mol⁻¹.